(1)
Formula: C3H8FN
Source: the Open Molecules 2025 dataset
Level of theory: ωB97M-V/def2-TZVPD

```
13
Properties=species:S:1:pos:R:3:lowdin_charge:R:1
C -0.5901 0.1736 1.3731 -0.06
C -0.6672 0.3031 -1.2340 -0.06
C -0.4783 -0.4000 0.0121 -0.33
N 1.9343 -0.0539 0.1720 0.00
F -0.6907 -1.7719 0.0093 0.02
H -1.6298 0.2551 1.6143 0.08
H -0.0229 -0.5185 1.9594 0.08
H -0.0447 1.0981 1.4105 0.08
H -0.1535 1.1743 -1.1176 0.05
H -1.7650 0.6325 -1.4881 0.14
H -0.3103 -0.1461 -2.0683 0.05
H 2.1981 0.2433 -0.8691 0.03
H 2.2201 -0.9895 0.2265 -0.08
```

Calculated values
Highest occupied orbital energy (spin up / spin down): -7.88 / -9.34 eV
HOMO-LUMO gap (spin up / spin down): 0.293 / 0.365 hartree
Total charge: 0
Calculated total energy: -273.58668 a.u.
Energy above the lowest of the compared OMol25 structures with the same formula, charge and spin: 80.99 kcal/mol

(2)
Formula: C10H17BF3NO3
Source: the Open Molecules 2025 dataset
Level of theory: ωB97M-V/def2-TZVPD

```
35
Properties=species:S:1:pos:R:3:lowdin_charge:R:1
C 2.1449 -1.9413 1.0444 -0.06
O 2.9625 -1.1091 0.1713 -0.05
B 2.1639 -0.2684 -0.6707 -0.45
O 1.8700 -0.7895 -1.9955 0.12
C 1.6507 1.2003 -0.2248 0.01
N 2.4834 1.9486 0.5279 0.08
C 1.9035 3.3058 0.8234 -0.12
C 1.0159 3.4906 -0.5272 -0.10
C 0.3163 2.0102 -0.5404 -0.19
C -0.8110 2.1735 0.5799 -0.14
C -2.0711 1.1971 0.4177 -0.10
C -1.9040 0.0694 -0.6778 -0.16
F -1.8732 0.2582 -2.0720 0.02
C -1.8215 -1.2678 -0.2198 -0.14
F -1.2841 -1.6485 1.0059 0.07
F -2.3492 -2.3024 -1.0105 0.07
H 1.5794 -2.7080 0.4188 0.12
H 1.4215 -1.2437 1.6027 0.10
H 2.8393 -2.4595 1.7947 0.11
H 0.9150 -0.5890 -2.1155 0.09
H 3.4165 1.6511 0.8369 0.17
H 2.8030 4.0139 0.7835 0.13
H 1.3261 3.3576 1.8130 0.13
H 1.8128 3.4233 -1.3403 0.13
H 0.3104 4.3866 -0.5362 0.13
H 0.0391 1.6927 -1.5927 0.15
H -1.2149 3.2466 0.4931 0.12
H -0.4174 2.0855 1.6455 0.12
H -2.2515 0.6801 1.4201 0.13
H -2.9946 1.8164 0.1276 0.14
C -2.8177 -5.1659 -0.4078 -0.47
O -3.5396 -6.2315 -0.7274 -0.28
H -1.7345 -5.3293 -0.2087 0.05
H -2.7743 -4.3449 -1.1483 0.03
H -3.1157 -4.6089 0.5094 0.04
```

Calculated values
Highest occupied orbital energy: -4.72 eV
HOMO-LUMO gap: 0.063 hartree
Total charge: 0
Calculated total energy: -995.86896 a.u.

(3)
Formula: CH12NO4
Source: the Open Molecules 2025 dataset
Level of theory: ωB97M-V/def2-TZVPD

```
18
Properties=species:S:1:pos:R:3:lowdin_charge:R:1
C -1.3502 0.8974 -2.0573 0.16
N -1.5553 0.7050 -0.8228 0.18
H -2.1287 1.3768 -2.6382 0.12
H -0.3629 0.7229 -2.4787 0.11
H -0.9268 0.3467 -0.0972 0.10
H -2.5074 0.9564 -0.4577 0.10
H -3.8827 1.3464 1.5105 0.09
H -3.1394 2.5903 1.1985 0.08
O -3.2869 1.7055 0.8371 -0.04
H 3.3305 1.1405 -1.4172 0.04
H 2.8667 -0.1850 -1.7787 0.04
O 2.7075 0.7344 -2.0361 -0.07
H 1.5682 -0.1650 0.9291 0.05
H 0.5199 -1.1983 1.3566 0.05
O 0.6255 -0.3373 0.9355 -0.04
H 3.2213 -3.4728 2.5501 0.05
H 1.8619 -3.9075 2.4468 0.04
O 2.4388 -3.2564 2.0197 -0.07
```

Calculated values
Highest occupied orbital energy: -14.43 eV
HOMO-LUMO gap: 0.374 hartree
Total charge: +1
Calculated total energy: -400.75284 a.u.
Energy above the lowest of the compared OMol25 structures with the same formula, charge and spin: 16.72 kcal/mol